The following is a DFT calculation (ωB97M-V/def2-TZVPD) of C37H65As2FeN7O4P2SSe as an isolated structure.

Its spin multiplicity is 6. Its total energy is -11350.40899 a.u. The value obtained for the relative energy (zero: lowest compared OMol25 entry of this formula, charge and spin) is 1.098 eV. The total charge is +1. Its expectation value of S² is 8.77. For the HOMO energy (spin up / spin down), the calculation gives -9.303 / -9.345 eV.

Last column: Löwdin charge in e.
CARTESIAN COORDINATES (ANGSTROEM)
Fe: 0.404 -0.165 0.001  0.620
C: -2.992 -1.166 4.686  -0.327
As: -1.478 -1.436 3.452  1.134
C: -1.762 -3.360 3.188  -0.296
C: -0.054 -1.551 4.797  -0.418
C: -0.304 -2.115 6.050  -0.119
C: 0.680 -2.183 7.019  -0.079
C: 1.943 -1.675 6.748  -0.078
C: 2.205 -1.117 5.509  -0.121
C: 1.219 -1.053 4.521  -0.397
As: 1.724 -0.262 2.790  1.121
C: 3.414 -1.212 2.587  -0.276
C: 2.357 1.463 3.481  -0.298
H: -3.247 -2.072 5.236  0.018
H: -3.859 -0.854 4.104  0.005
H: -2.750 -0.375 5.395  0.024
H: -1.666 -3.890 4.136  0.026
H: -1.048 -3.760 2.470  0.005
H: -2.773 -3.505 2.802  0.005
H: -1.289 -2.507 6.275  0.089
H: 0.464 -2.626 7.983  0.106
H: 2.723 -1.715 7.498  0.106
H: 3.196 -0.725 5.320  0.084
H: 4.096 -1.005 3.410  0.025
H: 3.874 -0.912 1.653  -0.027
H: 3.195 -2.277 2.539  0.041
H: 3.192 1.337 4.170  0.025
H: 1.530 1.942 4.003  0.012
H: 2.664 2.099 2.651  -0.003
C: -0.550 4.223 2.878  -0.023
N: -0.951 4.089 1.487  -0.118
C: -1.216 5.134 0.626  -0.030
C: -1.507 4.605 -0.571  -0.036
N: -1.417 3.218 -0.444  0.024
C: -1.057 2.903 0.839  -0.662
S: -0.805 1.424 1.606  0.643
C: -1.761 2.315 -1.485  -0.262
C: -2.571 2.774 -2.519  0.003
C: -2.810 1.929 -3.587  -0.044
C: -2.261 0.659 -3.570  -0.062
C: -1.511 0.282 -2.471  -0.181
N: -1.245 1.097 -1.442  0.110
H: -0.741 5.247 3.188  0.096
H: 0.509 3.991 2.987  0.085
H: -1.125 3.537 3.495  0.082
H: -1.164 6.161 0.942  0.131
H: -1.720 5.089 -1.505  0.121
H: -3.015 3.757 -2.491  0.108
H: -3.423 2.264 -4.413  0.116
H: -2.406 -0.035 -4.386  0.114
H: -1.092 -0.715 -2.393  0.067
C: 3.521 1.414 -4.560  -0.071
C: 2.749 0.559 -3.546  -0.588
C: 3.237 -0.894 -3.657  -0.076
C: 1.267 0.510 -3.930  -0.089
P: 2.903 1.160 -1.775  0.954
N: 1.723 0.566 -0.896  -0.272
C: 2.730 3.044 -1.709  -0.578
C: 1.532 3.453 -2.578  -0.086
C: 2.374 3.460 -0.270  -0.091
C: 3.959 3.840 -2.162  -0.070
C: 4.559 0.621 -1.079  -0.585
C: 4.750 1.341 0.263  -0.091
C: 4.514 -0.896 -0.800  -0.088
C: 5.777 0.915 -1.963  -0.069
H: 3.470 0.911 -5.530  0.094
H: 4.576 1.527 -4.313  0.067
H: 3.094 2.406 -4.691  0.064
H: 2.939 -1.258 -4.643  0.094
H: 2.772 -1.539 -2.910  0.081
H: 4.319 -0.982 -3.598  0.064
H: 1.204 0.139 -4.957  0.099
H: 0.765 1.473 -3.893  0.059
H: 0.749 -0.195 -3.284  0.043
H: 0.640 2.882 -2.319  0.055
H: 1.716 3.346 -3.645  0.066
H: 1.325 4.510 -2.388  0.089
H: 1.613 2.808 0.160  0.043
H: 1.985 4.482 -0.301  0.087
H: 3.235 3.462 0.394  0.063
H: 4.293 3.579 -3.165  0.069
H: 4.798 3.729 -1.478  0.066
H: 3.694 4.902 -2.174  0.094
H: 3.868 1.261 0.896  0.047
H: 4.994 2.394 0.135  0.065
H: 5.588 0.876 0.788  0.097
H: 3.533 -1.240 -0.467  0.065
H: 5.238 -1.117 -0.012  0.086
H: 4.806 -1.482 -1.665  0.068
H: 5.904 1.971 -2.191  0.067
H: 5.754 0.358 -2.898  0.065
H: 6.669 0.589 -1.421  0.098
O: -0.762 -4.233 -0.303  -0.454
Se: -0.272 -2.698 -0.251  0.689
O: 0.297 -2.012 -1.639  -0.498
O: -1.489 -1.635 0.146  -0.584
O: 0.882 -2.273 0.849  -0.555
C: -5.815 -4.095 -2.184  -0.121
N: -4.501 -4.279 -1.436  -0.063
C: -4.804 -4.404 0.064  -0.100
N: -5.547 -3.284 0.524  -0.140
C: -6.778 -3.146 -0.247  -0.163
N: -6.532 -2.977 -1.679  -0.149
C: -5.849 -1.702 -1.966  -0.321
P: -4.188 -1.494 -1.142  1.071
C: -3.538 -3.148 -1.663  -0.265
C: -4.757 -2.042 0.536  -0.303
H: -6.380 -5.017 -2.041  0.143
H: -5.564 -3.967 -3.236  0.142
H: -4.051 -5.142 -1.742  0.186
H: -3.838 -4.487 0.563  0.142
H: -5.376 -5.326 0.180  0.145
H: -7.329 -2.282 0.120  0.135
H: -7.389 -4.039 -0.099  0.136
H: -6.506 -0.886 -1.661  0.090
H: -5.722 -1.609 -3.049  0.087
H: -2.659 -3.408 -1.089  0.035
H: -3.254 -3.146 -2.717  0.111
H: -5.361 -1.251 0.985  0.097
H: -3.874 -2.171 1.165  0.064